No. 1
Below is one molecule with the formula C21H28N4O2S in a non-equilibrium geometry, with properties calculated with ωB97M-V with the def2-TZVPD basis set.

Geometry as ORCA input:
```
! RIJCOSX wB97M-V def2-TZVPD def2/J DEFGRID3
* xyz 0 1
C -7.35061 -2.45381 -1.38028
O -7.16066 -1.58306 -0.29292
C -5.96098 -0.94631 -0.17129
C -5.83657 -0.08772 0.92309
C -4.67077 0.61018 1.13998
C -3.58696 0.47410 0.27005
C -2.34248 1.20616 0.45604
C -2.10421 2.18442 1.37473
S -0.49482 2.79981 1.23176
C -0.25258 1.65757 -0.10996
N 0.89259 1.64888 -0.82027
C 2.08776 2.27585 -0.31511
C 2.86035 1.28421 0.55962
C 3.27561 0.04990 -0.26396
C 4.25671 0.54444 -1.35626
N 5.44944 0.91680 -0.84499
O 3.99243 0.63608 -2.53449
N 4.06827 -0.88016 0.54221
C 3.74062 -1.18676 1.92031
C 2.79628 -2.37884 2.10876
C 3.40624 -3.61141 1.44977
C 3.69096 -3.31053 -0.01833
C 4.56971 -2.05874 -0.14555
C 2.00811 -0.54525 -0.91514
C 1.17746 0.50584 -1.66128
N -1.27995 0.92644 -0.36128
C -3.71688 -0.38923 -0.81450
C -4.88483 -1.09271 -1.03962
H -7.25689 -1.92968 -2.33715
H -6.64507 -3.29088 -1.35438
H -8.36514 -2.83630 -1.27837
H -6.67799 0.01298 1.59068
H -4.60015 1.26422 1.99518
H -2.75564 2.60042 2.11413
H 1.81994 3.16220 0.26374
H 2.69199 2.58553 -1.17222
H 3.73746 1.76486 0.99352
H 2.18988 0.98006 1.36581
H 6.19016 1.17214 -1.47715
H 5.67605 0.64037 0.09572
H 3.34056 -0.30425 2.41538
H 4.69264 -1.43252 2.41160
H 2.64746 -2.55140 3.17627
H 1.82296 -2.16456 1.66446
H 2.73224 -4.46579 1.53674
H 4.34005 -3.86572 1.95806
H 4.21019 -4.15035 -0.48393
H 2.74731 -3.16698 -0.54442
H 4.71979 -1.81728 -1.19964
H 5.55132 -2.28884 0.29141
H 2.29216 -1.31484 -1.63218
H 1.38937 -0.99241 -0.13495
H 0.22809 0.07422 -1.97769
H 1.73160 0.85722 -2.53359
H -2.88176 -0.49885 -1.48843
H -4.94433 -1.74844 -1.89442
*
```

The calculation puts the energy at -43122.9534 eV. The value obtained for the HOMO energy is -7.3 eV. The energy above the lowest of the compared OMol25 structures with the same formula, charge and spin comes out at 105.08 kJ/mol. As for the lowest unoccupied orbital energy: 0.64 eV. Its molecular weight is 400.55 g mol⁻¹.

---

No. 2
Below is one molecule with the formula C21H28N4O4 in a non-equilibrium geometry, with properties calculated with ωB97M-V with the def2-TZVPD basis set.

Geometry as ORCA input:
```
! RIJCOSX wB97M-V def2-TZVPD def2/J DEFGRID3
* xyz 0 1
C 3.98386 3.24778 -1.48360
C 4.64391 3.78101 -0.47347
C 5.17338 3.03012 0.71536
N 5.03292 1.59985 0.60283
C 4.07884 0.93460 1.26282
O 3.37347 1.36630 2.14436
N 3.93887 -0.42878 0.88267
C 4.46205 -1.06118 -0.19811
O 5.34566 -0.61835 -0.89921
C 3.86709 -2.44745 -0.44372
O 2.51258 -2.54803 -0.04862
C 1.66845 -1.67870 -0.65716
O 2.05174 -0.84091 -1.44022
C 0.27876 -1.87618 -0.23434
C 0.04228 -2.92690 0.66899
N -0.11534 -3.79248 1.40720
C -0.66968 -1.03388 -0.74053
C -2.05879 -1.02329 -0.49108
C -2.81661 -1.89691 0.34500
C -4.11886 -1.51209 0.27406
C -5.29804 -2.13827 0.92836
N -4.20608 -0.42224 -0.57275
C -5.42983 0.27906 -0.87007
C -5.89218 1.18396 0.27984
C -4.96859 2.37632 0.55556
C -5.16280 3.48060 -0.48163
C -5.24100 2.93039 1.95288
C -2.97619 -0.12058 -1.04871
C -2.72791 0.96071 -2.03740
H 3.62927 3.84883 -2.30305
H 3.76308 2.19478 -1.53990
H 4.84417 4.84385 -0.44191
H 4.62863 3.34078 1.61366
H 6.23320 3.27346 0.85571
H 5.48706 1.12852 -0.17412
H 3.22169 -0.91002 1.41388
H 4.40700 -3.19123 0.14698
H 3.97805 -2.67208 -1.51013
H -0.28002 -0.28297 -1.41826
H -2.42776 -2.71099 0.91980
H -5.70152 -1.51333 1.72475
H -6.09507 -2.33058 0.21068
H -4.99145 -3.08418 1.36580
H -6.21126 -0.46021 -1.07201
H -5.28373 0.87003 -1.77472
H -5.96716 0.58367 1.18656
H -6.89274 1.55094 0.04277
H -3.93057 2.02798 0.52802
H -6.16526 3.89625 -0.40114
H -5.03165 3.11083 -1.49586
H -4.44831 4.28403 -0.31845
H -6.28003 3.24069 2.04293
H -4.60794 3.79206 2.14927
H -5.03755 2.17932 2.71275
H -2.96913 1.94091 -1.62862
H -1.68224 0.96548 -2.32835
H -3.32656 0.80725 -2.93653
*
```

The calculation puts the energy at -36382.7885 eV. The value obtained for the HOMO energy is -8.2 eV. The energy above the lowest of the compared OMol25 structures with the same formula, charge and spin comes out at 265.09 kJ/mol. As for the lowest unoccupied orbital energy: -0.28 eV. Its molecular weight is 400.48 g mol⁻¹.

---

No. 3
Below is one molecule with the formula C21H28O2, with properties calculated with ωB97M-V with the def2-TZVPD basis set.

Geometry as ORCA input:
```
! RIJCOSX wB97M-V def2-TZVPD def2/J DEFGRID3
* xyz 0 1
C -1.80922 -3.36206 -0.27244
C -2.27952 -2.26225 -0.20517
C -3.06366 -1.03116 -0.17300
O -4.26035 -1.26936 0.54941
C -3.30794 -0.58772 -1.62957
C -1.99213 0.07834 -2.00581
C -1.53017 0.82294 -0.73615
C 0.00012 0.81135 -0.61238
C 0.63019 1.92998 0.23164
C 0.11048 3.32588 -0.10744
C 2.14433 1.89200 -0.00477
C 2.73033 0.50785 0.00188
C 1.98996 -0.59273 -0.05230
C 2.60616 -1.96431 -0.06526
C 3.99376 -1.96189 0.57923
C 4.82864 -0.90509 -0.09607
O 5.86217 -1.13393 -0.67193
C 4.23715 0.47744 0.01577
C 0.48569 -0.54317 -0.09152
C -0.07272 -0.87562 1.30715
C -1.41491 -0.21000 1.63343
C -2.30143 0.18069 0.44608
C -3.34190 1.17875 0.97286
H -1.31982 -4.28975 -0.31586
H -4.67554 -2.06177 0.19308
H -3.55712 -1.42735 -2.27963
H -4.13332 0.12480 -1.64683
H -1.26872 -0.69029 -2.28181
H -2.10054 0.75580 -2.85237
H -1.85432 1.86041 -0.82694
H 0.39318 0.93664 -1.62999
H 0.44110 1.73904 1.28921
H 0.73441 4.07819 0.37144
H -0.90782 3.47026 0.24314
H 0.13699 3.49445 -1.18223
H 2.64889 2.49939 0.75260
H 2.36319 2.35200 -0.97543
H 2.68616 -2.31217 -1.10092
H 1.95785 -2.66491 0.46422
H 3.89672 -1.70826 1.63693
H 4.47399 -2.93647 0.48566
H 4.59829 0.90580 0.95870
H 4.63710 1.10496 -0.78616
H 0.13693 -1.31850 -0.78126
H 0.65358 -0.56445 2.06178
H -0.17374 -1.95762 1.38722
H -1.99450 -0.87271 2.27972
H -1.22658 0.70119 2.20420
H -3.91188 0.73374 1.78361
H -2.84240 2.07139 1.34374
H -4.03715 1.47024 0.19053
*
```

The calculation puts the energy at -26325.3411 eV. The value obtained for the HOMO energy is -8.8 eV. The energy above the lowest of the compared OMol25 structures with the same formula, charge and spin comes out at 0.00 kJ/mol. As for the lowest unoccupied orbital energy: 0.72 eV. Its molecular weight is 312.45 g mol⁻¹.

---

> molecular weight of number 3 (C21H28O2)?

312.45 g mol⁻¹

---

Copy entry 2 word for word.
Below is one molecule with the formula C21H28N4O4 in a non-equilibrium geometry, with properties calculated with ωB97M-V with the def2-TZVPD basis set.

Geometry as ORCA input:
```
! RIJCOSX wB97M-V def2-TZVPD def2/J DEFGRID3
* xyz 0 1
C 3.98386 3.24778 -1.48360
C 4.64391 3.78101 -0.47347
C 5.17338 3.03012 0.71536
N 5.03292 1.59985 0.60283
C 4.07884 0.93460 1.26282
O 3.37347 1.36630 2.14436
N 3.93887 -0.42878 0.88267
C 4.46205 -1.06118 -0.19811
O 5.34566 -0.61835 -0.89921
C 3.86709 -2.44745 -0.44372
O 2.51258 -2.54803 -0.04862
C 1.66845 -1.67870 -0.65716
O 2.05174 -0.84091 -1.44022
C 0.27876 -1.87618 -0.23434
C 0.04228 -2.92690 0.66899
N -0.11534 -3.79248 1.40720
C -0.66968 -1.03388 -0.74053
C -2.05879 -1.02329 -0.49108
C -2.81661 -1.89691 0.34500
C -4.11886 -1.51209 0.27406
C -5.29804 -2.13827 0.92836
N -4.20608 -0.42224 -0.57275
C -5.42983 0.27906 -0.87007
C -5.89218 1.18396 0.27984
C -4.96859 2.37632 0.55556
C -5.16280 3.48060 -0.48163
C -5.24100 2.93039 1.95288
C -2.97619 -0.12058 -1.04871
C -2.72791 0.96071 -2.03740
H 3.62927 3.84883 -2.30305
H 3.76308 2.19478 -1.53990
H 4.84417 4.84385 -0.44191
H 4.62863 3.34078 1.61366
H 6.23320 3.27346 0.85571
H 5.48706 1.12852 -0.17412
H 3.22169 -0.91002 1.41388
H 4.40700 -3.19123 0.14698
H 3.97805 -2.67208 -1.51013
H -0.28002 -0.28297 -1.41826
H -2.42776 -2.71099 0.91980
H -5.70152 -1.51333 1.72475
H -6.09507 -2.33058 0.21068
H -4.99145 -3.08418 1.36580
H -6.21126 -0.46021 -1.07201
H -5.28373 0.87003 -1.77472
H -5.96716 0.58367 1.18656
H -6.89274 1.55094 0.04277
H -3.93057 2.02798 0.52802
H -6.16526 3.89625 -0.40114
H -5.03165 3.11083 -1.49586
H -4.44831 4.28403 -0.31845
H -6.28003 3.24069 2.04293
H -4.60794 3.79206 2.14927
H -5.03755 2.17932 2.71275
H -2.96913 1.94091 -1.62862
H -1.68224 0.96548 -2.32835
H -3.32656 0.80725 -2.93653
*
```

The calculation puts the energy at -36382.7885 eV. The value obtained for the HOMO energy is -8.2 eV. The energy above the lowest of the compared OMol25 structures with the same formula, charge and spin comes out at 265.09 kJ/mol. As for the lowest unoccupied orbital energy: -0.28 eV. Its molecular weight is 400.48 g mol⁻¹.

---

> Which value of molecular weight does entry 2 give?

400.48 g mol⁻¹